Formula: C4H14N2O
Source: the Open Molecules 2025 dataset
Level of theory: ωB97M-V with the def2-TZVPD basis set

XYZ file:
```
21
C4H14N2O ωB97M-V with the def2-TZVPD basis set
C 1.1206 1.5354 1.2801
O 1.4648 1.7492 -0.1474
C 0.0054 0.9728 0.5206
C -0.1462 -0.5036 0.8350
C -1.6596 -0.9659 1.2588
N -2.4883 -1.2760 0.0186
N 1.6892 -1.1241 -2.9618
H 1.9590 0.8730 1.5149
H 1.0500 2.4404 1.8801
H 2.3511 2.1575 -0.1577
H -0.7624 1.5759 0.0270
H 0.4168 -0.6431 1.7586
H 0.1071 -1.1635 -0.0143
H -2.1189 -0.1324 1.8045
H -1.5659 -1.6407 2.1164
H -2.5760 -2.2871 -0.1497
H -1.9011 -0.8264 -0.6692
H -3.4482 -0.9330 0.1377
H 2.5598 -0.8271 -3.4480
H 1.0877 -0.3067 -2.7976
H 1.2588 -1.7583 -3.6649
```

Properties
- LUMO energy (alpha / beta) (eV) = -13.219 / -16.882
- net charge = +3
- relative energy (zero: lowest compared OMol25 entry of this formula, charge and spin) (eV) = 4.038
- highest occupied orbital energy (alpha / beta) (eV) = -23.49 / -23.49
- spin multiplicity = 2
- molecular weight (g/mol) = 106.17
- energy (Eh) = -344.1425

Atomic partial charges in e from the Löwdin method, atoms 1 to 5: atom 1 (C): -0.0381, atom 2 (O): -0.0012, atom 3 (C): 0.1021, atom 4 (C): -0.0734, atom 5 (C): -0.0538

***

Formula: C4H14N2O2
Source: the Open Molecules 2025 dataset
Level of theory: ωB97M-V with the def2-TZVPD basis set

XYZ file:
```
22
C4H14N2O2 ωB97M-V with the def2-TZVPD basis set
C 0.3878 0.1800 -1.5655
C 1.8569 0.0925 -1.1197
C 1.9867 0.4741 0.3976
O 2.2226 -1.2691 -1.0681
N -0.6182 -0.1577 -0.4641
C -1.5832 0.9118 -0.3310
N -1.8573 1.2887 1.1007
H 0.3164 1.2124 -1.9327
H 0.1499 -0.5968 -2.2979
H 2.3500 0.7454 -1.8668
H 1.3035 -0.2826 0.8344
H 1.5202 1.4210 0.6162
H 3.0112 0.4208 0.7896
H 3.0711 -1.5814 -1.4708
H -1.0598 -1.0008 -0.7898
H -1.3245 1.8685 -0.8362
H -2.5634 0.7256 -0.7949
H -1.9968 2.2569 1.2872
H -1.1756 0.7897 1.6482
H -2.1592 -1.9883 3.1490
H -2.2297 -2.8469 1.9974
O -1.6088 -2.6638 2.7172
```

Properties
- LUMO energy (eV) = 0.852
- SMILES = C[C@@H](O)CNCN.O
- relative energy (zero: lowest compared OMol25 entry of this formula, charge and spin) (eV) = 2.121
- highest occupied orbital energy (eV) = -8.75
- molecular weight (g/mol) = 122.17
- energy (Eh) = -420.7272

Atomic partial charges in e from the Löwdin method, atoms 1 to 5: atom 1 (C): -0.1543, atom 2 (C): -0.4218, atom 3 (C): -0.0495, atom 4 (O): -0.0747, atom 5 (N): -0.0406

***

Formula: C4H14N2O2
Source: the Open Molecules 2025 dataset
Level of theory: ωB97M-V with the def2-TZVPD basis set

XYZ file:
```
22
C4H14N2O2 ωB97M-V with the def2-TZVPD basis set
N 1.6725 -2.0225 0.9247
C 1.5718 -1.4948 -0.4222
C 0.1608 -1.5229 -0.9909
N -0.7732 -0.5323 -0.4648
C -0.6196 0.7830 -1.0813
C -1.7682 1.7056 -0.6960
O -1.4075 2.2605 0.5808
H 1.5892 -1.3184 1.6406
H 1.1072 -2.8189 1.1751
H 2.1535 -2.1087 -1.0953
H 1.8864 -0.4679 -0.3610
H 0.1422 -1.4456 -2.0926
H -0.3276 -2.5096 -0.9754
H -0.5889 -0.4714 0.5304
H 0.3002 1.3137 -0.7939
H -0.6511 0.6499 -2.1564
H -1.8109 2.4877 -1.4546
H -2.7209 1.1891 -0.5934
H -1.9917 2.9734 0.8872
H 1.1788 1.1893 3.1198
H 0.0201 1.2855 2.0692
O 0.8768 0.8752 2.2501
```

Properties
- LUMO energy (eV) = 0.655
- SMILES = NCCNCCO.O
- relative energy (zero: lowest compared OMol25 entry of this formula, charge and spin) (eV) = 1.086
- highest occupied orbital energy (eV) = -8.30
- molecular weight (g/mol) = 122.17
- energy (Eh) = -420.7652

Atomic partial charges in e from the Löwdin method, atoms 1 to 5: atom 1 (N): -0.0036, atom 2 (C): -0.2698, atom 3 (C): -0.2537, atom 4 (N): -0.0626, atom 5 (C): -0.2277

***

Formula: C4H14N2O2
Source: the Open Molecules 2025 dataset
Level of theory: ωB97M-V with the def2-TZVPD basis set

XYZ file:
```
22
C4H14N2O2 ωB97M-V with the def2-TZVPD basis set
C -1.0181 1.0190 0.3332
O -1.8186 1.9853 0.9820
C -0.1147 0.4023 1.4223
C 1.4342 0.2314 0.9828
C 1.5859 0.0463 -0.5513
N 1.9102 -1.2998 -1.0411
N -0.5759 -0.9972 1.6248
H -0.3578 1.7036 -0.2496
H -1.5069 0.2892 -0.2919
H -0.2243 0.9780 2.3425
H 1.9726 1.0724 1.4115
H 1.7159 -0.6556 1.6021
H 0.6722 0.3833 -1.1044
H 2.3766 0.7442 -0.8615
H 1.3321 -2.0766 -0.7723
H 2.8993 -1.5188 -0.9005
H -2.7098 1.9858 0.6293
H -0.9228 -1.1764 2.5514
H 0.0360 -1.7256 1.2959
H -1.8319 0.2057 -3.4425
H -2.3164 -1.2355 -2.8197
O -2.5380 -0.3611 -3.1431
```

Properties
- LUMO energy (eV) = 0.807
- SMILES = NCC[C@H](N)CO.O
- relative energy (zero: lowest compared OMol25 entry of this formula, charge and spin) (eV) = 1.994
- highest occupied orbital energy (eV) = -8.77
- molecular weight (g/mol) = 122.17
- energy (Eh) = -420.7318

Atomic partial charges in e from the Löwdin method, atoms 1 to 5: atom 1 (C): -0.2525, atom 2 (O): -0.0701, atom 3 (C): -0.3160, atom 4 (C): -0.1330, atom 5 (C): -0.2772

***

Formula: C4H14N2O2
Source: the Open Molecules 2025 dataset
Level of theory: ωB97M-V with the def2-TZVPD basis set

XYZ file:
```
22
C4H14N2O2 ωB97M-V with the def2-TZVPD basis set
C -0.6734 2.1014 -0.5649
O 0.3405 2.7737 -1.3082
C -0.5445 0.5854 -0.5640
C 0.7194 0.1449 0.1812
C 1.6405 -0.8486 -0.5251
N 1.3866 -2.2606 -0.2546
N -1.7303 -0.0323 0.0445
H -1.6539 2.3937 -0.9544
H -0.5780 2.4506 0.4598
H 0.5693 2.2429 -2.0769
H -0.4505 0.2854 -1.6135
H 0.4296 -0.2186 1.1691
H 1.3030 1.0294 0.4623
H 2.6906 -0.6271 -0.3093
H 1.5224 -0.7324 -1.6096
H 1.8085 -2.5461 0.6170
H 0.3887 -2.4461 -0.2813
H -1.7663 0.2613 1.0167
H -2.5898 0.3117 -0.3812
H -0.9373 -1.6200 1.6962
H -0.2025 -2.7370 2.5038
O -0.8639 -2.0431 2.5577
```

Properties
- LUMO energy (eV) = 0.870
- SMILES = NCC[C@@H](N)CO.O
- relative energy (zero: lowest compared OMol25 entry of this formula, charge and spin) (eV) = 0.893
- highest occupied orbital energy (eV) = -9.32
- molecular weight (g/mol) = 122.17
- energy (Eh) = -420.7723

Atomic partial charges in e from the Löwdin method, atoms 1 to 5: atom 1 (C): -0.2458, atom 2 (O): -0.0587, atom 3 (C): -0.4001, atom 4 (C): -0.1633, atom 5 (C): -0.2738

***

Formula: C4H14N2O2
Source: the Open Molecules 2025 dataset
Level of theory: ωB97M-V with the def2-TZVPD basis set

XYZ file:
```
22
C4H14N2O2 ωB97M-V with the def2-TZVPD basis set
C 0.9099 -1.3131 1.1928
O 0.9502 -0.8317 2.5466
C 0.3362 -0.2462 0.2422
C 0.1844 -0.8382 -1.1909
C -1.3282 -0.9586 -1.5487
N -1.5162 -1.6259 -2.7916
N 1.3188 0.8189 0.1176
H 0.3065 -2.2178 1.3072
H 1.9046 -1.6159 0.8440
H -0.6012 0.1247 0.6566
H 0.7221 -0.2510 -1.9303
H 0.5257 -1.8762 -1.1250
H -1.8474 -1.4452 -0.7088
H -1.7685 0.0416 -1.4264
H -2.2390 -1.1484 -3.3069
H -1.5736 -2.6240 -2.6950
H 0.8200 0.0972 2.5265
H 0.7930 1.6714 -0.0678
H 2.1162 0.6434 -0.4812
H -0.6169 5.0229 1.4323
H -0.0861 3.6241 1.8197
O -0.6705 4.1006 1.1886
```

Properties
- LUMO energy (alpha / beta) (eV) = -2.904 / -8.613
- net charge = +1
- relative energy (zero: lowest compared OMol25 entry of this formula, charge and spin) (eV) = 2.820
- highest occupied orbital energy (alpha / beta) (eV) = -14.51 / -13.31
- spin multiplicity = 2
- molecular weight (g/mol) = 122.17
- energy (Eh) = -420.4333

Atomic partial charges in e from the Löwdin method, atoms 1 to 5: atom 1 (C): -0.1820, atom 2 (O): -0.0116, atom 3 (C): -0.3152, atom 4 (C): -0.0820, atom 5 (C): -0.2619